{"formula": "C54H124N4O10", "method": "ωB97M-V with the def2-TZVPD basis set", "species": ["C", "C", "C", "C", "C", "C", "C", "C", "C", "N", "O", "H", "H", "H", "H", "H", "H", "H", "H", "H", "H", "H", "H", "H", "H", "H", "H", "H", "H", "H", "C", "C", "C", "C", "C", "C", "C", "C", "C", "N", "O", "H", "H", "H", "H", "H", "H", "H", "H", "H", "H", "H", "H", "H", "H", "H", "H", "H", "H", "H", "C", "C", "C", "C", "C", "C", "C", "C", "C", "N", "O", "H", "H", "H", "H", "H", "H", "H", "H", "H", "H", "H", "H", "H", "H", "H", "H", "H", "H", "H", "C", "C", "C", "C", "C", "C", "C", "C", "C", "N", "O", "H", "H", "H", "H", "H", "H", "H", "H", "H", "H", "H", "H", "H", "H", "H", "H", "H", "H", "H", "C", "C", "C", "O", "H", "H", "H", "H", "H", "H", "H", "H", "C", "C", "C", "O", "H", "H", "H", "H", "H", "H", "H", "H", "C", "C", "C", "O", "H", "H", "H", "H", "H", "H", "H", "H", "C", "C", "C", "O", "H", "H", "H", "H", "H", "H", "H", "H", "C", "C", "C", "O", "H", "H", "H", "H", "H", "H", "H", "H", "C", "C", "C", "O", "H", "H", "H", "H", "H", "H", "H", "H"], "positions_angstrom": [[3.352266, -3.019944, 0.590236], [3.700976, -4.471024, 0.888106], [2.416716, -5.316274, 0.909976], [4.649946, -5.087444, -0.174804], [6.102866, -4.582414, -0.245044], [6.671946, -4.913634, 1.180376], [5.817156, -4.274904, 2.367836], [6.249566, -5.071064, 3.636926], [5.999826, -2.712244, 2.563456], [4.354136, -4.584134, 2.152616], [3.568836, -4.123594, 3.212946], [2.842126, -2.430104, 1.351776], [4.250676, -2.532724, 0.211336], [2.683086, -3.050314, -0.269634], [2.309216, -5.761194, -0.079254], [2.711606, -6.205144, 1.467696], [1.594366, -4.797544, 1.402686], [4.659596, -6.177084, -0.148284], [4.249646, -4.875284, -1.166194], [6.726336, -5.053994, -1.004654], [6.136676, -3.555004, -0.607504], [7.634156, -4.411094, 1.278816], [6.892526, -5.967144, 1.352306], [5.816866, -4.585374, 4.511556], [7.312586, -5.208334, 3.835076], [5.813256, -6.066924, 3.559616], [5.667366, -2.193654, 1.664206], [6.939956, -2.342444, 2.972726], [5.438896, -2.289944, 3.397196], [3.427986, -4.927394, 3.718586], [3.521526, 0.231866, -9.195884], [3.013456, -0.722994, -8.005544], [3.140626, -2.227024, -8.430634], [4.027236, -0.441814, -6.851194], [3.593106, -0.918734, -5.483714], [2.245756, -0.275114, -5.232824], [1.154416, -0.596924, -6.305564], [0.699736, -2.055584, -6.149294], [-0.024724, 0.391156, -5.930484], [1.722056, -0.179174, -7.656814], [0.815056, -0.310494, -8.649114], [3.772216, 1.279556, -9.029764], [4.522546, -0.044824, -9.526794], [2.881976, 0.279356, -10.077264], [3.582706, -2.787274, -7.606744], [2.280346, -2.640324, -8.957134], [3.952396, -2.192774, -9.157244], [4.918576, -1.056724, -6.975704], [4.275406, 0.614516, -6.747964], [3.524936, -2.006064, -5.517754], [4.372376, -0.631594, -4.777734], [2.344496, 0.800046, -5.083214], [1.979736, -0.651724, -4.245144], [0.907506, -2.373464, -5.127594], [1.151246, -2.729924, -6.876964], [-0.380624, -2.117944, -6.279764], [-0.797534, 0.385396, -6.699154], [0.246536, 1.445806, -5.977814], [-0.502034, 0.131256, -4.985654], [0.540406, 0.608246, -8.694824], [2.613706, 5.287056, -0.514474], [3.305886, 5.945566, -1.764064], [3.812656, 7.285256, -1.377754], [4.720536, 5.219616, -2.088544], [4.536276, 3.855896, -2.819574], [3.708176, 4.094936, -4.088154], [2.267086, 4.733256, -3.782174], [1.841266, 5.251266, -5.179264], [1.204856, 3.609746, -3.325614], [2.355816, 5.983436, -2.893914], [1.142046, 6.531306, -2.606204], [3.364656, 5.269986, 0.275396], [1.681586, 5.813976, -0.310464], [2.289096, 4.269016, -0.729714], [4.071436, 7.847766, -2.274814], [3.065306, 7.975056, -0.985654], [4.679506, 7.287446, -0.716954], [5.406626, 5.817396, -2.688574], [5.181496, 4.944306, -1.139954], [5.528236, 3.484256, -3.076504], [4.011096, 3.124856, -2.204864], [3.587656, 3.141006, -4.601554], [4.241406, 4.776076, -4.751334], [0.791086, 5.542906, -5.191574], [2.042896, 4.569746, -6.005694], [2.447846, 6.147336, -5.310464], [0.439896, 4.089006, -2.714684], [1.777726, 2.979376, -2.645494], [0.736706, 3.116336, -4.177364], [1.124876, 7.232616, -3.261534], [-0.218154, 1.388016, -0.013444], [-1.058904, 0.303356, -0.665954], [-1.239114, 0.715846, -2.151594], [-0.160234, -0.939244, -0.817364], [-0.047924, -1.665104, 0.489436], [-1.438044, -1.928374, 1.113376], [-2.439824, -0.747374, 1.242276], [-3.807864, -1.389454, 1.452926], [-2.076304, 0.129986, 2.542396], [-2.373884, -0.062934, -0.065984], [-3.182844, 0.986636, -0.075234], [-0.705164, 2.330456, 0.237036], [0.154596, 1.041376, 0.950406], [0.649966, 1.772746, -0.548654], [-0.332104, 0.755966, -2.754764], [-1.909024, 0.102116, -2.753794], [-1.684964, 1.705406, -2.051154], [-0.702124, -1.694834, -1.386174], [0.768166, -0.720234, -1.344814], [0.592556, -2.545954, 0.445036], [0.528436, -1.085464, 1.210506], [-1.291034, -2.299864, 2.127526], [-1.994424, -2.739054, 0.642916], [-4.553414, -0.693084, 1.069126], [-4.116324, -1.492304, 2.493306], [-3.843184, -2.389774, 1.021416], [-2.521124, -0.335814, 3.421746], [-2.523754, 1.118776, 2.441526], [-0.990184, 0.169796, 2.625216], [-3.957334, 0.494586, -0.357444], [-3.293484, -4.307944, 4.301476], [-2.818844, -5.727404, 4.403916], [-2.477594, -6.044864, 5.915866], [-3.682304, -6.551274, 3.718096], [-2.496794, -3.728944, 4.768536], [-4.243854, -4.226714, 4.829026], [-3.419874, -3.888414, 3.303426], [-1.902784, -5.833494, 3.822806], [-3.016264, -5.268304, 6.458886], [-1.395454, -5.941244, 5.995436], [-2.814944, -7.039294, 6.208106], [-4.559704, -6.361924, 4.058566], [-2.491414, 2.742696, 6.550246], [-3.208104, 3.747696, 5.618426], [-2.834914, 3.531886, 4.139756], [-4.564854, 3.402776, 5.693256], [-1.424094, 2.784046, 6.332956], [-2.929474, 1.759146, 6.380436], [-2.481114, 3.014046, 7.605876], [-2.984094, 4.762666, 5.946686], [-1.890514, 3.908606, 3.746956], [-3.623124, 3.906406, 3.486636], [-2.732774, 2.478616, 3.878396], [-4.759304, 3.268886, 6.623776], [-6.809634, 1.238106, 3.697816], [-6.692214, 2.471446, 2.674826], [-5.804614, 2.222176, 1.509916], [-7.996604, 2.685876, 2.174886], [-7.364464, 0.415286, 3.246986], [-7.356904, 1.474566, 4.610336], [-5.787064, 0.961536, 3.954646], [-6.435024, 3.444166, 3.094066], [-4.749834, 2.153626, 1.776066], [-5.922154, 2.974856, 0.730326], [-6.151074, 1.309846, 1.024396], [-8.130124, 3.540176, 2.591956], [2.802636, -0.672574, 4.001356], [1.398216, -0.575524, 4.687686], [0.697996, -1.983004, 4.671146], [1.534476, -0.241964, 6.054946], [3.503526, -1.231024, 4.621836], [3.287896, 0.272446, 3.757326], [2.706696, -1.235804, 3.073096], [0.861146, 0.286016, 4.290946], [1.253956, -2.909924, 4.811986], [0.019236, -2.090704, 3.825096], [0.162446, -2.013874, 5.620006], [2.437416, 0.075466, 6.129286], [-6.554734, -3.596614, 2.064486], [-7.930444, -4.032324, 1.747966], [-7.868714, -5.074114, 0.621916], [-8.513374, -4.743534, 2.800196], [-5.853954, -4.415424, 2.227456], [-6.570464, -2.859674, 2.867466], [-6.250304, -2.972684, 1.224176], [-8.647824, -3.311124, 1.356366], [-7.083294, -5.785104, 0.878236], [-7.542624, -4.600494, -0.304074], [-8.851874, -5.544634, 0.632256], [-9.461814, -4.802654, 2.663916], [-4.046344, 6.253246, 1.279596], [-2.538444, 6.294576, 0.904016], [-1.942704, 4.996786, 0.473766], [-2.357404, 7.245696, -0.107324], [-4.545534, 7.199786, 1.072316], [-4.217884, 6.014466, 2.329196], [-4.505434, 5.340206, 0.900526], [-1.960694, 6.787736, 1.685746], [-0.853264, 5.006966, 0.440136], [-2.331644, 4.560966, -0.446504], [-2.095184, 4.175286, 1.173746], [-1.872804, 6.772566, -0.787704]], "atomic_forces_ev_per_a": [[0.065, 0.032, -1.785], [0.059, 0.380, -0.061], [1.465, -0.784, 0.262], [0.205, 0.456, -1.634], [-0.323, -0.932, 1.689], [-0.058, 2.781, -0.113], [0.011, -0.171, 0.016], [-0.869, 0.417, 0.017], [-0.098, -0.553, 0.286], [2.461, -1.541, 0.742], [-0.238, 0.428, 0.160], [0.342, -0.404, 0.266], [-0.066, 0.434, 0.281], [-0.201, 0.213, -0.178], [-0.977, 0.677, -0.226], [-0.351, -0.062, 0.515], [-0.180, -0.241, -0.496], [-0.092, -0.095, 0.565], [-0.616, 0.106, -0.056], [-0.340, -0.672, -0.015], [0.013, 0.436, 0.887], [0.273, -0.037, 0.092], [-0.607, -0.088, -0.203], [0.022, -0.056, 0.153], [0.124, 0.400, -0.454], [-0.015, -0.072, -0.004], [0.468, 0.153, 0.098], [0.880, -0.540, -0.983], [-1.114, -0.652, -0.107], [-0.207, -0.008, 0.224], [0.578, -0.548, -0.311], [1.565, 1.703, -1.101], [0.841, 1.394, -0.366], [0.156, -0.897, 0.160], [-0.675, 0.486, -1.116], [0.149, -0.591, 0.799], [0.323, 1.596, 0.684], [-0.422, 0.258, -0.323], [0.144, -0.513, -1.372], [1.190, -0.269, 4.333], [-1.521, -0.107, -1.389], [-0.792, 0.229, 1.224], [-0.008, -0.879, -0.187], [-0.173, -0.554, 0.080], [-0.779, -0.462, 0.040], [-0.068, -0.097, 0.505], [-0.001, -0.258, -0.213], [0.426, 0.499, -1.015], [0.033, 0.035, -0.447], [-0.150, -0.146, 0.334], [-0.227, -0.049, 0.289], [0.129, 0.161, -0.376], [-0.941, 0.029, 0.050], [0.079, -0.231, -0.102], [0.109, 0.031, 0.218], [-0.041, -0.089, -0.123], [-0.266, -0.630, -0.056], [0.638, -0.033, 0.541], [0.232, 0.031, 0.022], [-0.545, -0.047, -0.748], [0.604, -0.128, -1.231], [0.546, -1.723, 0.965], [-0.630, 2.542, -0.444], [-2.102, -1.985, -0.398], [-0.383, 1.295, -0.409], [-0.751, 0.492, 1.441], [-0.402, -0.602, -1.008], [-0.007, 0.674, 0.743], [1.668, 1.826, 0.654], [3.740, -2.454, -1.756], [-1.116, 0.381, 0.352], [-0.501, 0.112, 0.411], [0.340, 0.336, 0.440], [0.275, -0.234, -0.062], [0.546, -0.246, -0.309], [-0.326, -0.314, 0.625], [-0.166, -0.253, 0.056], [-0.271, 0.355, 0.128], [0.051, 0.634, 0.196], [-0.035, -0.290, 0.014], [0.164, -0.033, 0.251], [-0.376, 0.076, -0.220], [0.027, 0.070, -0.053], [-0.097, -0.039, -0.082], [-0.063, -0.225, 0.214], [-0.068, 0.114, -0.419], [-0.170, 0.047, -0.154], [-0.378, -0.691, -0.212], [0.320, -0.187, 0.151], [-0.527, 0.350, 0.151], [0.029, 0.875, 1.607], [1.274, -0.936, -2.133], [-1.284, 0.970, 0.443], [-1.282, -1.170, 0.739], [0.402, 0.366, 1.457], [0.244, -0.316, 0.517], [2.028, -0.382, 1.042], [-0.427, 0.655, -0.039], [-0.424, -0.616, -1.731], [3.661, -2.877, 0.287], [-2.624, 2.465, -0.243], [-0.798, -0.117, -0.121], [0.156, -0.083, 0.065], [0.049, -0.704, -0.609], [0.350, 0.217, 0.604], [-0.299, -0.290, 0.460], [-0.012, 0.258, -0.810], [-0.170, 0.301, -0.844], [0.047, 0.161, 0.314], [-0.532, -0.446, -0.300], [0.001, 0.483, 0.251], [0.091, -0.080, 0.178], [0.395, -0.045, -0.588], [-0.392, -0.387, -0.316], [0.455, -0.011, 0.180], [-0.374, 0.281, -0.359], [0.233, -0.089, 0.010], [0.241, 0.034, -0.077], [-0.088, 0.281, 0.228], [-0.918, 1.149, -0.276], [0.583, 0.643, 0.201], [1.559, 0.392, 0.012], [-0.743, 0.319, -1.685], [-1.220, -1.344, -0.022], [-0.363, 0.547, 0.326], [-0.011, 0.335, 0.239], [0.009, -0.460, -0.211], [0.299, 0.103, 0.111], [0.280, -0.267, 0.623], [-0.141, -0.017, 0.484], [0.141, 0.053, -0.015], [-0.397, -0.241, -0.101], [0.979, 0.928, -0.530], [1.207, -1.472, -0.155], [0.075, -0.322, -0.361], [-1.157, 0.582, -0.034], [0.144, -0.525, -0.293], [0.311, -0.043, 0.074], [-0.711, 0.056, 0.112], [-0.248, 0.267, -0.094], [0.111, 0.641, 0.612], [-0.091, 0.226, 0.121], [-0.385, -0.250, 0.515], [-0.270, -0.010, 0.066], [0.907, 1.612, -0.780], [-0.566, -1.358, 1.065], [0.459, -0.599, -0.676], [-0.809, 0.849, 0.036], [0.272, 0.056, -0.406], [0.128, 0.399, -0.048], [-0.072, -0.379, 0.194], [0.730, -0.408, 0.906], [0.002, -0.179, -0.027], [0.013, 0.348, 0.255], [0.256, -0.366, 0.010], [-1.271, 0.030, -0.504], [-0.696, -0.100, -0.032], [1.516, -1.498, -0.309], [-0.745, 1.119, 0.521], [0.706, 0.185, 0.667], [-0.150, -0.205, 0.179], [-0.283, 0.280, 0.109], [0.018, 0.032, -0.016], [-0.620, -0.630, -0.780], [1.057, 0.445, -0.681], [-0.025, -0.082, 0.079], [-0.790, 0.312, -0.207], [0.004, 0.166, 0.502], [-0.038, 1.913, 0.121], [-0.790, -2.164, -1.891], [0.669, 0.484, 0.143], [-0.243, 0.074, 1.953], [-0.142, 0.077, 0.096], [0.234, -0.332, 0.514], [0.432, -0.305, -0.272], [0.420, 0.943, 0.443], [-0.239, -0.336, 0.040], [-0.502, -0.167, -0.347], [0.195, -0.178, -0.780], [0.018, -0.015, -0.002], [0.694, -1.021, 0.736], [-0.852, 0.888, 0.935], [0.527, -1.685, 0.772], [-0.017, 0.435, -1.714], [-0.023, -0.326, -0.342], [0.504, 0.512, 0.494], [-0.343, 0.400, -1.084], [-0.068, -0.816, 0.896], [0.138, 0.476, -0.399], [-0.167, 0.514, -0.331], [-0.420, 0.101, 0.460], [0.051, 0.455, -0.440]], "lowdin_charge": [-0.03, -0.54, -0.02, -0.14, -0.16, -0.11, -0.42, -0.05, -0.02, -0.15, -0.02, 0.06, 0.07, 0.08, 0.08, 0.08, 0.08, 0.12, 0.11, 0.10, 0.10, 0.11, 0.11, 0.07, 0.08, 0.08, 0.06, 0.08, 0.06, 0.10, -0.04, -0.45, -0.02, -0.16, -0.20, -0.16, -0.42, -0.01, -0.03, -0.16, 0.00, 0.07, 0.07, 0.07, 0.07, 0.08, 0.07, 0.12, 0.12, 0.11, 0.12, 0.10, 0.11, 0.08, 0.07, 0.08, 0.07, 0.07, 0.07, 0.11, -0.01, -0.48, -0.08, -0.11, -0.19, -0.13, -0.41, -0.07, -0.01, -0.14, -0.01, 0.08, 0.07, 0.06, 0.09, 0.08, 0.09, 0.11, 0.11, 0.10, 0.10, 0.10, 0.11, 0.08, 0.08, 0.08, 0.07, 0.05, 0.06, 0.11, -0.02, -0.46, -0.04, -0.15, -0.18, -0.12, -0.44, -0.04, 0.01, -0.13, -0.01, 0.07, 0.07, 0.08, 0.06, 0.08, 0.08, 0.13, 0.12, 0.09, 0.09, 0.09, 0.11, 0.07, 0.08, 0.08, 0.08, 0.05, 0.05, 0.10, -0.07, -0.53, -0.03, -0.03, 0.08, 0.09, 0.06, 0.13, 0.06, 0.07, 0.07, 0.09, -0.05, -0.47, -0.05, -0.06, 0.08, 0.09, 0.07, 0.13, 0.08, 0.06, 0.05, 0.09, -0.02, -0.48, -0.07, -0.06, 0.07, 0.07, 0.06, 0.13, 0.06, 0.08, 0.08, 0.08, -0.05, -0.44, -0.03, -0.07, 0.08, 0.08, 0.05, 0.12, 0.07, 0.04, 0.07, 0.08, -0.06, -0.53, -0.06, -0.05, 0.08, 0.08, 0.08, 0.14, 0.08, 0.08, 0.08, 0.09, -0.03, -0.49, -0.07, -0.05, 0.08, 0.06, 0.06, 0.13, 0.08, 0.09, 0.06, 0.07], "homo_ev": -8.3, "relative_energy_kj_mol": 728.3, "orbital_gap_ev": 8.6, "e_lumo_ha": 0.0110, "smiles": "CC1(C)CCCC(C)(C)N1O.CC1(C)CCCC(C)(C)N1O.CC1(C)CCCC(C)(C)N1O.CC1(C)CCCC(C)(C)N1O.CC(C)O.CC(C)O.CC(C)O.CC(C)O.CC(C)O.CC(C)O"}